16
Properties=species:S:1:pos:R:3:forces:R:3 method="wB97M-V/def2-TZVPD" total_energy_ev=-8299.0396 max_force_ev_per_a=2.203 de_lowest_ev=2.464 smiles="C=CN.NCO"
C -0.22846 -0.75674 1.69000 -0.252 1.370 0.895
C 0.10853 0.44950 2.19220 1.351 0.262 -1.721
N -0.38025 1.63363 1.57889 -1.280 -0.630 0.816
H 0.49935 -1.53151 1.51536 -0.319 -0.481 0.773
H -1.24815 -0.78872 1.32625 0.178 -0.459 -0.742
H 1.04138 0.65804 2.71044 0.035 -0.338 0.067
H -0.50576 2.45850 2.15458 0.094 -0.176 0.237
H -1.26692 1.39665 1.13497 0.158 0.422 -0.199
N 0.94344 -0.12946 -1.23384 0.246 0.764 -0.432
C -0.23909 -0.71985 -1.68580 -0.568 -0.956 -0.439
O -0.43969 -0.61888 -3.11410 0.240 0.504 0.148
H 1.01007 0.86860 -1.27717 -0.110 0.131 0.260
H 1.73541 -0.58046 -0.84854 0.185 -0.647 0.053
H -1.10718 -0.29608 -1.17993 -0.211 0.342 -0.291
H -0.30566 -1.79520 -1.49611 0.518 0.079 0.454
H 0.38299 -0.24801 -3.46719 -0.266 -0.187 0.120


46
Properties=species:S:1:pos:R:3:forces:R:3 method="wB97M-V/def2-TZVPD" total_energy_ev=-36285.1326 max_force_ev_per_a=5.222 de_lowest_ev=3.923 smiles=CCCCCCSc1nc(Nc2cc(C)n[nH]2)cc(C)c1C#N
C 0.03482 6.20575 -2.03810 0.892 -3.080 0.941
C -0.98626 5.02825 -1.95921 -0.887 -0.126 -0.307
C -0.44799 3.83120 -1.10829 0.377 1.483 0.796
C -0.70363 4.12870 0.48739 1.856 -2.416 -1.996
C 0.33472 3.38366 1.46037 -1.553 -0.552 0.110
C 0.86646 2.03085 0.89326 1.272 1.906 0.602
S 1.76907 1.18138 2.34960 -0.186 -0.260 -1.675
C 1.83171 -0.54534 1.82015 -0.727 0.499 -1.197
N 1.46846 -0.82558 0.56223 0.277 -1.595 0.099
C 1.30736 -2.15000 0.23738 -0.361 1.514 0.906
N 0.77480 -2.34979 -1.01749 -0.024 -1.359 0.998
C -0.45945 -2.98818 -1.17338 1.129 -3.095 0.845
C -1.32757 -2.84103 -2.13034 -3.773 0.970 -3.477
C -2.25348 -3.98341 -2.10803 0.716 0.907 -1.790
C -3.40914 -4.24614 -3.05608 -0.015 1.501 -0.793
N -1.84474 -4.85254 -1.24556 0.738 0.020 1.209
N -0.78725 -4.23982 -0.65053 0.715 1.761 0.242
C 1.49352 -3.24582 1.07492 0.451 0.246 -0.403
C 1.86299 -2.95715 2.37568 0.741 -1.084 0.915
C 2.00616 -4.17083 3.38440 -3.690 0.279 -1.699
C 2.05459 -1.57399 2.73222 -0.767 -1.576 0.507
C 1.99897 -1.24352 4.11011 -0.166 1.177 4.360
N 1.85121 -0.92852 5.24413 0.619 -1.134 -3.720
H 0.98455 5.74598 -2.46081 -0.937 1.054 0.428
H 0.22140 6.62966 -1.04171 0.142 -0.297 -0.191
H -0.35353 6.96691 -2.61885 -0.505 1.572 -1.476
H -1.92928 5.41485 -1.47311 0.739 -0.434 -0.526
H -1.30939 4.66062 -3.01236 0.727 0.697 1.633
H 0.65805 3.77147 -1.31242 -0.959 -0.009 0.287
H -0.89104 2.90335 -1.49092 0.010 0.078 0.577
H -1.73012 3.89128 0.71387 -0.303 -0.736 0.173
H -0.69598 5.16424 0.64189 0.580 1.668 0.143
H -0.30562 3.17918 2.36170 1.026 0.067 -0.468
H 1.22242 3.93293 1.76754 -0.315 0.699 -0.114
H 1.38218 2.25833 -0.09161 0.090 -0.841 1.583
H 0.02692 1.46875 0.70519 -1.693 -1.757 -0.603
H 0.79763 -1.48315 -1.44426 -0.241 1.957 -1.509
H -1.31557 -2.07496 -2.89888 -0.229 0.031 0.287
H -3.28951 -4.97056 -3.88869 0.305 -0.171 1.092
H -4.33918 -4.39645 -2.50698 0.095 -0.319 -0.109
H -3.55857 -3.31612 -3.65143 -0.028 -0.311 0.581
H -0.09212 -4.65749 -0.11207 0.122 -1.651 0.971
H 1.38549 -4.24393 0.59066 0.483 0.857 1.133
H 1.90677 -5.17300 2.87192 0.831 1.245 0.232
H 1.05263 -4.20796 3.98615 0.670 0.438 -0.434
H 2.73652 -4.11207 4.12032 1.754 0.177 0.837


148
Properties=species:S:1:pos:R:3:forces:R:3 method="wB97M-V/def2-TZVPD" total_energy_ev=-71681.4686 max_force_ev_per_a=4.428 de_lowest_ev=1.251 smiles=C1CCOC1.C1CCOC1.C1CCOC1.C1CCOC1.C1CCOC1.C1CCOC1.C1CCOC1.C1CCOC1.C1CCOC1.C1CCOC1.CCO.CCO
C 2.27778 -4.32512 -2.40783 -0.581 -0.665 0.719
C 3.29982 -3.78028 -3.37901 0.182 -0.170 -0.575
C 3.87974 -2.52430 -2.69477 -0.282 -1.505 -0.706
O 3.11262 -2.39723 -1.51686 0.114 1.139 0.597
C 1.88011 -3.11927 -1.61972 0.400 0.595 0.209
H 2.73699 -5.00283 -1.68815 0.156 -0.246 -0.172
H 1.40522 -4.82606 -2.82709 0.152 -0.012 -0.280
H 2.83607 -3.54097 -4.33597 0.132 -0.119 -0.091
H 4.10545 -4.50500 -3.49664 -0.161 -0.017 -0.499
H 3.89704 -1.66508 -3.36526 -0.380 0.337 0.282
H 4.92342 -2.78587 -2.52039 0.051 0.452 0.778
H 1.08792 -2.55012 -2.10613 0.024 0.346 -0.306
H 1.54528 -3.29080 -0.59670 0.058 -0.227 -0.007
C 2.57390 6.43954 -0.38250 -0.445 0.046 -0.278
C 1.92435 5.16430 -0.89367 0.416 -0.800 0.285
C 2.17529 5.21449 -2.44321 0.670 -0.365 2.790
O 2.17782 6.58555 -2.66691 -0.731 1.916 -1.917
C 2.19721 7.42905 -1.51555 0.078 -1.320 0.642
H 3.62996 6.18873 -0.28282 0.246 0.672 -0.177
H 2.18123 6.65598 0.61101 0.070 0.431 -0.086
H 0.88207 5.10880 -0.57957 -0.324 0.225 -0.645
H 2.38016 4.35674 -0.32079 0.142 -0.437 -0.524
H 1.47186 4.56605 -2.96555 -0.343 0.680 -0.414
H 3.19118 4.93130 -2.71863 0.078 -0.863 0.201
H 1.19535 7.82582 -1.35137 -0.165 0.048 0.123
H 2.86007 8.27642 -1.69066 0.213 -0.239 -0.025
C -3.53613 4.00157 0.04965 -0.242 -0.722 0.179
C -4.03579 3.12591 -1.10754 -0.849 0.230 -0.124
C -3.77218 4.00956 -2.32298 0.575 0.513 1.684
O -2.47558 4.50684 -1.94572 1.139 0.734 -0.970
C -2.26650 4.62721 -0.53005 -1.358 -1.442 -0.188
H -3.46248 3.31810 0.89555 0.728 0.251 0.291
H -4.24684 4.76092 0.37579 -0.281 0.027 -0.405
H -5.05083 2.82001 -0.85416 -0.215 0.098 -0.618
H -3.43656 2.22595 -1.24580 0.178 -0.019 0.370
H -4.42398 4.88270 -2.35285 -0.501 -0.146 -0.277
H -3.68753 3.53186 -3.29906 0.003 -0.033 0.186
H -2.16826 5.66387 -0.20794 0.432 -0.038 -0.201
H -1.45223 3.94941 -0.27382 0.488 0.559 0.052
C 2.51404 -1.59135 4.66415 0.580 -2.624 -1.268
C 2.21257 -0.85090 3.38874 -0.291 0.226 -0.401
C 2.68076 0.54460 3.69820 -0.376 1.215 0.208
O 3.07090 0.55301 5.08512 -0.430 1.678 -1.002
C 3.48805 -0.73023 5.39677 -0.286 -0.011 1.731
H 2.96593 -2.51329 4.29823 0.231 -0.387 0.542
H 1.60127 -1.93217 5.15282 0.184 0.604 0.608
H 1.14440 -0.90117 3.17758 0.113 0.073 -0.261
H 2.80111 -1.25141 2.56333 -0.293 -0.102 -0.157
H 1.89210 1.28333 3.55544 -0.085 0.095 0.312
H 3.47113 0.87213 3.02282 0.516 -0.112 0.205
H 3.36836 -0.85635 6.47281 0.041 0.049 0.165
H 4.56224 -0.80052 5.22566 0.086 -0.690 -0.661
C 1.13163 0.83549 -5.67931 -0.173 -0.875 0.291
C 1.13796 2.30782 -5.95491 1.213 0.583 0.019
C 2.50082 2.65082 -5.28990 -0.128 2.102 -1.521
O 2.50257 1.98200 -4.08881 0.019 -1.097 0.689
C 1.89452 0.71421 -4.35830 -0.977 -0.040 0.527
H 1.72367 0.26859 -6.39778 -0.293 0.225 -0.466
H 0.15540 0.36309 -5.57012 -0.058 0.081 -0.238
H 0.39873 2.88033 -5.39466 -0.229 -0.257 0.039
H 1.05460 2.59095 -7.00419 0.139 -0.088 0.020
H 2.58694 3.73022 -5.16501 -0.243 0.164 0.654
H 3.41378 2.46603 -5.85599 -0.066 -0.811 -0.586
H 1.18812 0.54602 -3.54540 0.163 -0.243 0.195
H 2.56263 -0.14178 -4.45329 0.553 0.262 0.445
C -3.49426 -3.72306 -1.09546 0.679 0.586 1.108
C -3.54581 -5.17834 -1.37933 -0.766 -1.885 0.015
C -2.15479 -5.58008 -1.83880 -0.711 0.723 0.772
O -1.69344 -4.36383 -2.36979 1.852 1.193 -1.702
C -2.15412 -3.21446 -1.64746 -1.639 -1.272 -0.053
H -3.37352 -3.65711 -0.01418 -1.079 0.745 0.157
H -4.32601 -3.22563 -1.59433 -0.037 0.273 0.802
H -4.27503 -5.39064 -2.16116 0.105 -0.091 -0.155
H -3.87854 -5.73943 -0.50607 0.002 -0.113 0.036
H -2.21227 -6.39933 -2.55548 0.374 0.403 -0.406
H -1.48655 -5.88464 -1.03333 -0.058 -0.202 0.309
H -2.45318 -2.35104 -2.24174 1.012 -0.178 -0.775
H -1.49174 -2.88595 -0.84655 0.323 -0.222 -0.098
C -0.64337 -4.39154 1.67911 0.464 0.917 -0.467
C -0.92740 -5.54862 2.61112 0.316 -0.660 0.179
C -2.05275 -5.07036 3.53373 -0.133 0.563 -0.601
O -2.50954 -3.79874 2.98738 -0.235 -0.676 -0.387
C -1.39955 -3.21200 2.27297 0.059 -0.332 1.858
H -0.92952 -4.55285 0.63978 -0.026 -0.181 0.068
H 0.42605 -4.18533 1.72303 0.056 0.131 -0.415
H -0.01654 -5.77765 3.16429 -0.088 0.082 0.282
H -1.13224 -6.47964 2.08260 -0.402 0.117 -0.101
H -1.68366 -4.95893 4.55328 0.018 0.339 0.111
H -2.88922 -5.76802 3.57462 -0.142 0.230 -0.145
H -0.83519 -2.73994 3.07718 0.723 0.097 0.015
H -1.66047 -2.35554 1.65128 -0.642 -0.545 -0.388
C -6.39205 -1.96331 1.55637 0.500 0.660 -0.121
C -5.43537 -1.21564 0.64790 1.375 0.244 -0.989
C -5.83622 0.26551 0.67258 -0.303 -0.904 0.637
O -7.24045 0.14557 0.68286 -1.233 -0.887 1.122
C -7.56177 -1.00957 1.56022 -1.022 0.810 -0.173
H -5.95268 -2.03825 2.55108 -0.192 -0.388 -0.007
H -6.61642 -2.93254 1.11103 -0.011 -0.030 0.402
H -5.61913 -1.61976 -0.34760 0.319 0.302 -0.243
H -4.38848 -1.37213 0.90799 0.078 -0.099 -0.055
H -5.53089 0.94840 -0.12022 -0.055 -0.631 -0.378
H -5.48617 0.75060 1.58377 0.118 -0.001 0.480
H -8.50925 -1.45430 1.25591 0.130 0.119 -0.694
H -7.79596 -0.72558 2.58619 0.333 0.760 0.101
C -4.72057 0.40767 4.94189 -0.954 2.069 1.407
C -3.66115 1.55504 5.21962 -0.602 -0.605 0.494
C -2.51994 1.07887 4.33449 -1.034 0.337 -0.124
O -2.82571 -0.27695 4.10364 3.719 -0.536 -2.344
C -3.88647 -0.78978 4.76369 -0.947 -0.859 0.055
H -5.23698 0.72818 4.03708 0.027 -0.417 -0.263
H -5.49118 0.30896 5.70643 0.075 0.144 0.182
H -3.28852 1.60763 6.24259 -0.432 -0.201 0.231
H -4.08680 2.52841 4.97574 0.215 -0.028 -0.133
H -1.52451 1.17939 4.76707 -0.007 0.055 0.050
H -2.58316 1.60784 3.38356 0.393 -0.030 -0.235
H -3.57969 -1.30841 5.67198 -0.128 0.123 0.512
H -4.31521 -1.54834 4.10880 -0.238 -0.100 0.048
C 1.21652 0.38189 -0.36482 1.208 0.058 -0.500
C 0.31822 -0.62309 0.27244 -1.545 -1.276 1.085
C -0.90418 0.19094 0.75568 0.851 -0.134 -1.109
O -0.93875 1.20463 -0.24158 -1.845 1.126 0.401
C 0.31555 1.56281 -0.71231 1.259 -0.355 -0.538
H 1.60363 0.00258 -1.31054 0.336 -0.221 0.199
H 2.07934 0.60505 0.26274 -0.042 0.255 0.070
H 0.72732 -1.19855 1.10285 0.369 0.109 -0.114
H -0.04379 -1.36485 -0.43949 0.051 0.097 -0.174
H -0.78741 0.53822 1.78225 0.145 0.484 0.081
H -1.87335 -0.30426 0.69555 0.094 -0.226 -0.001
H 0.70214 2.53455 -0.40516 -0.227 0.102 0.745
H 0.33641 1.64005 -1.79938 -0.701 0.084 -0.187
C 6.26522 -0.19155 0.96076 -0.222 -0.400 0.014
C 5.56634 -0.64284 -0.30818 0.184 0.857 -0.151
O 6.51351 -0.78273 -1.40434 -0.957 -0.873 0.966
H 6.73056 0.77688 0.77715 -0.048 0.004 0.371
H 7.00618 -0.89666 1.33747 0.323 -0.095 -0.518
H 5.54754 -0.20374 1.78106 -0.260 0.678 0.029
H 4.85000 0.10655 -0.64490 -0.005 0.186 0.298
H 4.93727 -1.51560 -0.13304 0.374 -0.409 -0.200
H 6.47182 -1.73645 -1.50581 0.638 -0.073 -0.602
C 4.58377 2.71683 -1.06753 0.111 0.570 0.312
C 5.25960 2.11752 -2.26657 -0.790 0.394 -1.308
O 6.66280 2.21534 -2.32121 0.519 -0.385 0.698
H 5.17753 2.56110 -0.16679 -0.120 -0.118 0.130
H 3.58121 2.30502 -0.95187 0.004 -0.106 0.098
H 4.45430 3.78824 -1.22062 0.110 0.127 0.236
H 4.93803 2.67037 -3.14920 -0.703 -0.204 -0.155
H 4.89098 1.09888 -2.38741 0.767 -0.162 -0.168
H 6.85183 3.14489 -2.46889 0.191 0.026 0.015


77
Properties=species:S:1:pos:R:3:forces:R:3 method="wB97M-V/def2-TZVPD" total_energy_ev=-258951.6610 max_force_ev_per_a=3.426 de_lowest_ev=4.314 total_charge=-1
C -0.32969 -1.13605 5.12810 0.898 -0.502 -0.651
C -0.48415 0.03808 4.86697 -0.473 1.349 -0.899
C -0.63670 1.48819 4.27998 1.080 -0.892 0.718
C 0.14183 1.54147 2.87166 -0.367 -0.347 0.303
C -0.74390 2.10248 1.68033 0.244 -0.314 -0.058
C -0.68769 1.20876 0.34898 1.217 2.956 -0.433
C 0.85451 1.07384 -0.01344 0.032 -1.898 0.264
C 1.12403 0.48420 -1.49560 -0.936 0.719 0.828
C 1.75270 1.57174 -2.45882 0.582 0.516 -0.215
C 0.70535 2.28800 -3.41138 -0.006 0.411 0.253
C 2.97767 1.06847 -3.34295 -0.814 0.497 -0.770
C 2.94437 -0.47496 -3.74260 3.190 1.208 -0.320
C 4.11998 -1.20455 -2.96791 -0.489 -0.161 0.064
C 4.31740 -1.14394 -1.55331 0.066 -0.111 0.679
C 4.99233 0.05450 -0.76996 -2.677 1.025 -0.352
C 3.79219 -2.34235 -0.64196 2.117 0.359 -0.297
O -1.13198 2.18084 -0.64686 0.352 -2.132 0.287
P -2.46618 1.64347 -1.62388 -1.519 2.814 -0.717
O -2.51780 0.07927 -0.80190 1.125 -0.943 1.996
C -1.63364 -0.09404 0.29860 1.310 0.235 0.284
C -0.80399 -1.46588 0.32797 -0.940 0.189 -1.098
C -1.69929 -2.71970 0.70116 0.870 -0.585 -0.064
C -1.28046 -3.39355 2.08847 -1.058 -0.564 -0.927
C -1.93963 -4.84052 2.15364 1.869 0.221 1.571
O -3.35562 -4.77008 2.47269 -1.030 -0.644 -2.340
C -4.06732 -5.77775 1.80714 0.943 -0.682 1.235
O -3.70005 -6.93052 1.88188 -0.625 1.202 -0.599
O -2.31891 -0.14983 1.57945 -1.983 0.524 -0.431
B -3.69811 0.13484 1.43993 -0.558 0.615 -0.405
O -4.21667 1.45369 1.61944 0.738 -1.650 -0.585
O -4.66714 -0.88592 1.16764 0.825 0.656 -0.402
H 0.05036 -2.18502 5.08599 -0.865 1.584 0.438
H -0.12485 2.20007 4.99743 -0.705 -0.800 -0.674
H -1.70985 1.80558 4.19487 0.994 -0.584 0.001
H 1.08628 2.16672 2.96273 -1.155 -0.735 0.058
H 0.48847 0.47865 2.68656 -0.490 1.294 -0.018
H -0.32136 3.11247 1.38131 -0.471 -1.258 0.184
H -1.81929 2.29843 1.96050 1.153 -0.433 -0.191
H 1.33466 0.35026 0.72704 -0.400 0.890 -0.841
H 1.35360 2.06407 0.15207 -0.691 -0.952 -0.242
H 0.10179 0.16584 -1.87882 1.340 0.293 0.172
H 1.75098 -0.43623 -1.33852 -0.370 0.953 -0.577
H 2.16138 2.39974 -1.78652 -0.404 -1.705 -1.160
H -0.00136 2.95074 -2.81840 0.586 -1.141 -0.671
H 0.12034 1.53498 -4.00974 0.465 0.740 0.667
H 1.21110 2.99252 -4.14907 -0.298 -0.926 0.910
H 3.96340 1.38440 -2.87764 -1.150 -0.779 -0.456
H 2.92740 1.65139 -4.31948 0.109 -0.593 1.184
H 1.95003 -0.97945 -3.60323 1.036 0.451 0.351
H 3.20692 -0.58750 -4.84420 -0.482 0.227 1.197
H 4.89581 -1.78790 -3.56045 -2.122 -1.037 0.712
H 4.17335 0.82961 -0.56955 1.097 -0.587 0.099
H 5.76823 0.58797 -1.38352 -0.698 -0.842 0.613
H 5.37620 -0.25680 0.23848 -0.285 0.046 -1.128
H 4.11244 -2.15509 0.42866 -0.409 -0.302 -1.115
H 2.66063 -2.39919 -0.68310 1.428 0.029 -0.195
H 4.28814 -3.29647 -0.98893 -0.867 0.593 0.320
H -2.34133 2.93650 -2.31213 -0.290 -0.001 -0.058
H -3.28475 2.34863 -0.64998 -0.057 -0.510 0.352
H -3.75132 1.36029 -2.26103 0.478 -0.474 -0.398
H -1.70861 1.15493 -2.74307 0.237 -0.790 0.632
H -0.41812 -1.62388 -0.72617 -0.112 0.235 1.324
H 0.04398 -1.37625 1.06386 -0.829 0.026 -0.809
H -2.80370 -2.50994 0.64008 1.182 -0.042 0.355
H -1.49606 -3.52458 -0.08059 -0.237 0.932 0.823
H -0.15717 -3.56516 2.14845 -1.279 0.309 -0.216
H -1.59435 -2.77339 2.97649 0.272 -0.622 -0.934
H -1.43445 -5.36137 3.03140 -0.616 0.280 -1.153
H -1.74486 -5.44755 1.21669 -0.352 0.825 1.050
H -5.00356 -5.49552 1.23754 0.946 0.302 0.853
H -4.90337 1.55738 0.93112 0.273 0.088 0.735
H -4.87834 -0.92330 0.21699 0.266 -0.002 0.535
C 0.13502 5.37310 -0.76179 -0.139 -0.128 -0.002
Br -0.12709 6.70427 -2.14378 0.085 -0.140 0.194
Br 1.80838 4.42782 -0.98429 -0.376 1.284 0.350
Br -0.03218 6.13498 1.01155 0.056 -0.032 -0.233
H -0.66137 4.63592 -0.87049 0.163 -0.040 0.042